109
Properties=species:S:1:pos:R:3:forces:R:3:lowdin_charge:R:1 method="wB97M-V/def2-TZVPD" total_charge=-1 e_tot_ha=-9802.74267 lumo_energy_ev=1.98 gap_ha=0.2348 e_homo_ev=-4.4
Sn 1.312790 -0.847239 0.075393 0.2495 0.0008 0.4096 1.2305
C 3.137322 3.123251 -2.213992 0.0739 0.0428 0.0118 -0.0506
C 2.409097 3.439573 -0.944487 -0.0227 0.0303 -0.0718 -0.2174
C 2.013607 4.750170 -0.723734 -0.0419 0.0556 0.0714 -0.0787
C 1.352258 5.112918 0.434953 -0.0191 0.0762 0.0328 -0.1056
C 1.050524 4.140111 1.367952 -0.0096 0.1365 -0.0399 -0.0636
C 1.411812 2.814290 1.173011 0.0532 -0.0227 0.0326 -0.2258
C 1.007965 1.824063 2.222798 -0.1095 -0.1657 -0.1501 -0.0794
C 2.126288 2.452184 0.019296 -0.0112 0.4375 0.1460 -0.2427
N 2.548790 1.132917 -0.191897 -0.2466 -0.5737 -0.3512 -0.0593
C 3.864496 0.951470 -0.403199 -0.2022 0.1749 0.2190 -0.5794
O 4.759209 1.779342 -0.325777 0.3088 -0.0714 -0.0861 0.0444
C 4.199504 -0.446382 -0.862772 0.5452 0.1412 -0.1614 -0.2128
C 5.501418 -0.835346 -1.152562 -0.0536 0.0995 0.0810 0.0227
C 5.712775 -2.092139 -1.694990 -0.1241 0.0725 0.0542 -0.0274
C 4.625525 -2.910288 -1.966941 -0.1903 -0.0273 -0.0089 0.0144
C 3.357249 -2.458380 -1.635422 0.2868 -0.5166 -0.2154 -0.1865
N 3.181609 -1.265044 -1.083691 -0.0376 -0.0314 0.1484 0.0126
C 2.121214 -3.287360 -1.904657 -0.4486 0.1482 -0.0651 -0.5197
O 2.236028 -4.384433 -2.448564 0.3187 -0.2608 -0.0932 0.0322
N 0.995192 -2.675760 -1.539082 0.3547 0.4453 0.1251 -0.0356
C -0.218016 -3.358039 -1.751148 -0.2323 -0.2243 -0.0879 -0.2144
C -0.611505 -4.405520 -0.902927 -0.0434 -0.0247 0.0251 -0.2219
C 0.333787 -4.951308 0.120716 -0.0353 0.0868 -0.0012 -0.0329
C -1.878672 -4.950698 -1.039286 -0.0426 -0.0477 0.0020 -0.0686
C -2.742148 -4.516955 -2.028319 -0.1119 -0.0190 -0.0792 -0.1026
C -2.308168 -3.568559 -2.933768 -0.1454 -0.0292 0.0221 -0.0734
C -1.050829 -2.992026 -2.816153 0.0376 0.1258 0.0933 -0.2201
C -0.571071 -2.036746 -3.867012 0.0658 -0.0046 0.1097 -0.0429
H 2.877355 3.843726 -2.988048 -0.0473 0.0144 -0.0895 0.0766
H 2.900838 2.118989 -2.558763 0.0035 -0.0826 -0.1189 0.0663
H 4.212769 3.159397 -2.040313 0.0076 -0.0079 -0.0625 0.0806
H 2.228017 5.496979 -1.477135 0.0658 0.0501 -0.0588 0.1053
H 1.072569 6.142723 0.605966 -0.0401 0.0831 0.0118 0.0946
H 0.535523 4.411055 2.282050 -0.0357 -0.0158 0.0342 0.1103
H 1.152220 2.236185 3.219883 -0.0018 0.0411 0.0954 0.0815
H 1.591463 0.908428 2.152561 0.0329 -0.0186 0.1157 -0.0096
H -0.054781 1.574988 2.107661 0.1121 -0.0626 0.0392 0.0352
H 6.306844 -0.147410 -0.943206 -0.0434 0.0652 0.0289 0.1238
H 6.716548 -2.430896 -1.913738 0.0326 0.0105 -0.0258 0.1087
H 4.722622 -3.883700 -2.424989 -0.0424 -0.0220 0.0191 0.1176
H 0.675238 -4.163760 0.786261 0.0804 -0.0340 0.0738 0.0456
H 1.212002 -5.357948 -0.379656 0.0965 -0.0036 0.0350 0.0850
H -0.137251 -5.740989 0.704068 -0.0494 -0.0092 0.0413 0.0812
H -2.191320 -5.738290 -0.366457 0.0157 -0.0503 0.0921 0.1046
H -3.736287 -4.934838 -2.108425 -0.0478 -0.0570 -0.0323 0.0936
H -2.951936 -3.285222 -3.756954 -0.0271 0.1118 -0.0599 0.1062
H -1.354900 -1.340715 -4.164245 -0.0239 0.0536 -0.0389 0.0687
H -0.264395 -2.599968 -4.747499 0.0590 0.0059 -0.1325 0.0886
H 0.292874 -1.487605 -3.503502 -0.0182 0.0719 -0.1126 0.0489
C -3.058651 -0.281667 3.196448 0.1133 -0.0149 -0.1577 -0.3217
As -1.951445 -0.743688 1.607771 -0.4496 -0.0207 0.4387 1.0805
C -1.918194 -2.652154 2.048531 0.0471 -0.0281 0.0551 -0.3158
C -3.397128 -0.878236 0.253210 -0.1240 -0.1438 0.0210 -0.3485
C -3.628675 0.349279 -0.642099 -0.0272 0.2061 0.1740 -0.6839
C -3.760963 1.585603 0.235886 0.0884 -0.0843 -0.0567 -0.1021
C -2.484033 0.495182 -1.651812 0.0855 -0.0100 -0.1764 -0.3353
As -0.777554 1.349880 -1.075538 -0.5109 0.5336 -0.3707 1.1160
C 0.076925 1.264275 -2.840393 0.1188 -0.1214 -0.1463 -0.2980
C -1.266489 3.266980 -1.266216 0.0703 -0.1729 0.1577 -0.2715
C -4.950996 0.104593 -1.393567 -0.0204 -0.0557 -0.1808 -0.3764
As -6.000718 1.437794 -2.465239 0.0909 0.0488 0.1563 1.1237
C -4.720303 2.726387 -3.251679 -0.0191 -0.1421 0.0711 -0.3609
C -6.670353 2.640518 -1.036503 -0.0173 -0.0095 -0.1262 -0.3583
H -3.978261 -0.866617 3.211012 -0.0413 -0.0468 -0.0535 0.0156
H -3.308728 0.776341 3.243088 0.0424 0.0563 -0.0913 0.0064
H -2.476263 -0.531500 4.083784 0.0356 0.0128 -0.0054 0.0150
H -2.917439 -3.026181 2.271493 -0.0736 0.0223 -0.0373 0.0289
H -1.287910 -2.801153 2.925537 0.0357 0.0271 0.0064 0.0197
H -1.502449 -3.217757 1.220595 0.0264 -0.0381 -0.0859 -0.0119
H -4.326794 -1.107609 0.787979 0.1062 -0.0404 0.0515 0.0746
H -3.164959 -1.744503 -0.375536 0.0258 -0.0372 0.0347 0.0710
H -2.843480 1.716123 0.817802 -0.1093 0.1735 0.0796 0.0417
H -4.604075 1.468020 0.915803 -0.0411 0.0729 0.1463 0.0872
H -3.921146 2.472162 -0.371642 0.0156 0.1343 0.0461 0.0488
H -2.842309 1.039547 -2.530915 0.1544 0.0243 0.0341 0.0516
H -2.194185 -0.506772 -1.987013 -0.0053 0.0233 -0.0997 0.0577
H -0.634864 0.989942 -3.618902 -0.0389 -0.0024 0.0319 0.0207
H 0.883273 0.532938 -2.825514 0.0351 -0.0363 -0.0656 -0.0035
H 0.509969 2.230565 -3.085989 0.0297 0.0997 0.0899 0.0200
H -1.794870 3.440337 -2.204595 -0.0421 -0.1200 -0.0187 0.0184
H -0.336902 3.832849 -1.281723 0.0775 -0.0594 0.0241 -0.0018
H -1.859981 3.635561 -0.432087 -0.0291 -0.0952 0.0176 0.0187
H -5.703651 -0.225814 -0.665140 -0.0131 0.0330 -0.1074 0.0600
H -4.796355 -0.744014 -2.070160 -0.0984 0.0561 -0.0149 0.0614
H -4.160549 2.272489 -4.068113 0.0079 -0.0670 0.0181 0.0116
H -4.025410 3.128454 -2.520295 0.0600 0.0133 0.0727 -0.0122
H -5.297688 3.552485 -3.668777 -0.0995 -0.0514 0.0408 0.0139
H -6.958402 2.065894 -0.158563 0.0176 -0.0862 0.0226 0.0107
H -7.558358 3.161633 -1.396955 0.0226 -0.0694 -0.0796 0.0036
H -5.939688 3.389786 -0.743089 0.1110 -0.0137 0.0391 0.0083
F 2.838902 2.779827 7.226263 0.0997 -0.2588 -0.3593 0.0801
C 3.099649 2.043615 6.119746 -0.0218 0.0221 -0.1481 -0.1462
C 2.639100 0.738018 6.004737 -0.0555 0.1842 0.2964 -0.1555
F 1.937791 0.182671 7.017520 0.1091 0.1914 -0.1761 0.0854
C 2.901545 -0.000593 4.868774 0.1821 0.1532 -0.3337 -0.2341
F 2.391257 -1.253871 4.834470 0.1937 0.3551 0.0348 0.0527
C 3.657020 0.492776 3.781916 -0.1728 0.5682 1.0355 -0.6077
S 4.045884 -0.434786 2.416318 0.2138 -0.5344 -0.7134 0.6936
C 4.091130 1.832980 3.930180 -0.1436 -0.3886 -0.0828 -0.2508
F 4.793472 2.415936 2.948340 -0.1396 -0.1198 0.2402 0.0801
C 3.820770 2.584425 5.056461 -0.0628 0.2040 0.3318 -0.1506
F 4.263806 3.857484 5.145667 -0.1191 -0.3093 0.0032 0.0896
C 2.371642 -3.262403 2.638719 0.0051 -0.2076 0.3584 -0.1819
O 2.572680 -2.988892 1.263103 0.0081 -0.1399 -0.5053 -0.2828
H 3.110868 -2.733238 3.234661 -0.1250 -0.0189 0.0234 0.0162
H 2.429993 -4.338856 2.826999 -0.0835 -0.0386 -0.0486 0.0848
H 1.380053 -2.900911 2.909967 -0.0061 0.0042 0.0119 0.0720
H 3.520433 -2.931329 1.116010 0.1655 0.1642 0.0488 0.0618